[1]
DFT (wB97M-V/def2-TZVPD) results for a cluster of 2 separate species, FH3N2 in total in a non-equilibrium geometry.

Calculated values
* LUMO level (spin up / spin down): -0.080 / -0.080 hartree
* orbital gap (spin up / spin down): 7.19 / 7.17 eV
* calculated total energy: -210.9096 Ha
* HOMO level (spin up / spin down): -0.3442 / -0.3439 hartree
* energy above the lowest of the compared OMol25 structures with the same formula, charge and spin: 102.59 kcal per mole

Last columns: bonded neighbours and bond lengths (Å).
Atoms and positions in Å:
1 N -0.054 0.796 -0.001  H4 1.103, H5 0.934
2 N 0.183 -1.736 -0.285  F3 1.330, H6 1.130
3 F 1.330 -1.571 -0.938  N2 1.330
4 H -0.279 0.866 1.076  N1 1.103
5 H 0.861 0.925 -0.139  N1 0.934
6 H -0.692 -1.707 -1.001  N2 1.130

=====

[2]
DFT (wB97M-V/def2-TZVPD) results for a cluster of 2 separate species, C24H38NO6 in total in a non-equilibrium geometry.

Calculated values
* LUMO level (spin up / spin down): -0.055 / -0.055 hartree
* orbital gap (spin up / spin down): 7.02 / 8.10 eV
* calculated total energy: -1443.2239 Ha
* HOMO level (spin up / spin down): -0.3133 / -0.3529 hartree
* multiplicity: 2
* ⟨S²⟩: 0.754

Last columns: bonded neighbours and bond lengths (Å).
Atoms and positions in Å:
1 C -2.295 0.395 3.662  C2 1.620, H24 1.142, H25 1.153, H26 1.143
2 C -1.879 -1.148 3.399  C1 1.620, O3 1.445, H27 1.141, H28 1.150
3 O -1.969 -1.385 1.977  C2 1.445, C4 1.457
4 C -1.092 -2.477 1.575  O3 1.457, C5 1.591, H29 1.134, H30 1.154
5 C -0.965 -2.500 -0.010  C4 1.591, C6 1.605, H31 1.146, H32 1.150
6 C 0.509 -2.281 -0.607  C5 1.605, C7 1.635, C14 1.595, C23 1.605
7 C 0.480 -2.978 -2.085  C6 1.635, C8 1.595, H33 1.140, H34 1.143
8 C -0.579 -2.346 -3.095  C7 1.595, C9 1.608, H35 1.133, H36 1.151
9 C 0.016 -1.259 -4.120  C8 1.608, C10 1.609, H37 1.140, H38 1.142
10 C -0.896 0.062 -4.001  C9 1.609, O11 1.459, H39 1.148, H40 1.141
11 O -0.191 1.288 -4.358  C10 1.459, C12 1.413
12 C -0.732 2.380 -3.642  O11 1.413, O13 1.240, H41 1.146
13 O -1.943 2.596 -3.490  C12 1.240
14 C 1.683 -3.017 0.182  C6 1.595, C15 1.588, H42 1.150, H43 1.151
15 C 2.724 -2.121 0.981  C14 1.588, C16 1.629, C17 1.630, N18 1.482
16 C 4.183 -2.784 0.689  C15 1.629, H44 1.152, H45 1.135, H46 1.133
17 C 2.587 -2.225 2.601  C15 1.630, H47 1.148, H48 1.150, H49 1.134
18 N 2.852 -0.696 0.593  C15 1.482, O19 1.305, C20 1.480
19 O 3.815 -0.451 -0.254  N18 1.305
20 C 1.585 0.001 0.280  N18 1.480, C21 1.629, C22 1.598, C23 1.616
21 C 2.025 1.428 -0.372  C20 1.629, H50 1.132, H51 1.148, H52 1.149
22 C 0.666 0.390 1.528  C20 1.598, H53 1.130, H54 1.150, H55 1.138
23 C 0.720 -0.714 -0.883  C6 1.605, C20 1.616, H56 1.151, H57 1.134
24 H -3.355 0.489 4.077  C1 1.142
25 H -2.278 0.955 2.655  C1 1.153
26 H -1.520 0.896 4.335  C1 1.143
27 H -0.837 -1.315 3.833  C2 1.141
28 H -2.636 -1.841 3.918  C2 1.150
29 H -0.116 -2.455 2.152  C4 1.134
30 H -1.633 -3.441 1.903  C4 1.154
31 H -1.432 -3.461 -0.424  C5 1.146
32 H -1.623 -1.643 -0.403  C5 1.150
33 H 0.285 -4.088 -1.907  C7 1.140
34 H 1.536 -2.860 -2.507  C7 1.143
35 H -1.502 -1.889 -2.621  C8 1.133
36 H -0.962 -3.214 -3.746  C8 1.151
37 H 1.120 -1.049 -3.930  C9 1.140
38 H -0.085 -1.629 -5.195  C9 1.142
39 H -1.308 0.219 -2.942  C10 1.148
40 H -1.798 -0.042 -4.691  C10 1.141
41 H 0.009 3.133 -3.197  C12 1.146
42 H 2.267 -3.680 -0.553  C14 1.150
43 H 1.227 -3.760 0.933  C14 1.151
44 H 4.110 -3.836 1.154  C16 1.152
45 H 4.369 -2.951 -0.418  C16 1.135
46 H 5.019 -2.248 1.233  C16 1.133
47 H 2.425 -1.186 3.060  C17 1.148
48 H 3.585 -2.582 3.048  C17 1.150
49 H 1.814 -2.986 2.931  C17 1.134
50 H 2.335 1.293 -1.453  C21 1.132
51 H 2.871 1.895 0.247  C21 1.148
52 H 1.102 2.110 -0.316  C21 1.149
53 H 0.560 -0.405 2.324  C22 1.130
54 H -0.392 0.556 1.109  C22 1.150
55 H 1.000 1.405 1.918  C22 1.138
56 H 1.381 -0.640 -1.821  C23 1.151
57 H -0.236 -0.127 -1.053  C23 1.134
58 C -2.243 4.836 1.900  C59 1.333, C64 1.479, H66 1.083
59 C -1.783 5.996 1.431  C58 1.333, C60 1.480, H67 1.083
60 C -1.721 6.265 -0.023  C59 1.480, O61 1.216, C62 1.479
61 O -1.299 7.322 -0.452  C60 1.216
62 C -2.192 5.199 -0.934  C60 1.479, C63 1.333, H68 1.083
63 C -2.653 4.041 -0.463  C62 1.333, C64 1.477, H69 1.083
64 C -2.714 3.772 0.988  C58 1.479, C63 1.477, O65 1.217
65 O -3.137 2.714 1.413  C64 1.217
66 H -2.295 4.621 2.960  C58 1.083
67 H -1.435 6.787 2.084  C59 1.083
68 H -2.140 5.412 -1.995  C62 1.083
69 H -3.000 3.249 -1.115  C63 1.083

=====

[3]
DFT (wB97M-V/def2-TZVPD) results for the molecule C2H4BrFO in a non-equilibrium geometry.

Calculated values
* structure (SMILES): OC[C@H](F)Br
* LUMO level: 0.024 hartree
* orbital gap: 10.89 eV
* calculated total energy: -2827.6872 Ha
* HOMO level: -0.3762 hartree
* energy above the lowest of the compared OMol25 structures with the same formula, charge and spin: 28.62 kcal per mole

Last columns: bonded neighbours and bond lengths (Å).
Atoms and positions in Å:
1 C 0.642 0.204 0.040  C2 1.554, O3 1.380, H6 1.218, H7 1.085
2 C -0.664 -0.562 0.389  C1 1.554, F4 1.350, Br5 1.927, H8 1.164
3 O 0.375 0.592 -1.257  C1 1.380, H9 0.988
4 F -0.770 -1.705 -0.321  C2 1.350
5 Br -2.248 0.528 0.271  C2 1.927
6 H 1.663 -0.400 0.317  C1 1.218
7 H 0.606 1.061 0.704  C1 1.085
8 H -0.660 -0.911 1.500  C2 1.164
9 H 1.056 1.194 -1.642  O3 0.988

=====

[4]
DFT (wB97M-V/def2-TZVPD) results for the molecule C4H10N2O in a non-equilibrium geometry.

Calculated values
* LUMO level: 0.029 hartree
* orbital gap: 8.12 eV
* calculated total energy: -342.9110 Ha
* HOMO level: -0.2696 hartree
* energy above the lowest of the compared OMol25 structures with the same formula, charge and spin: 182.29 kcal per mole

Last columns: bonded neighbours and bond lengths (Å).
Atoms and positions in Å:
1 C 1.222 0.756 0.401  N3 1.437, N4 1.503, H10 1.098, H11 1.100
2 C -1.308 1.529 0.478  N4 1.460, H13 1.094, H14 1.090, H15 1.093
3 N 1.423 -0.209 -0.644  C1 1.437, C5 1.673, O7 1.433
4 N -0.253 0.524 0.576  C1 1.503, C2 1.460, C5 1.811, H9 1.017
5 C -0.188 -0.618 -0.828  N3 1.673, N4 1.811, C6 1.361, H12 1.087
6 C -0.779 -1.826 -0.618  C5 1.361, H16 1.083, H17 1.081
7 O 2.286 -1.254 -0.178  N3 1.433, H8 0.969
8 H 2.040 -2.130 -0.513  O7 0.969
9 H -0.418 -0.169 1.302  N4 1.017
10 H 2.147 0.726 0.992  C1 1.098
11 H 1.284 1.848 0.512  C1 1.100
12 H -0.446 -0.082 -1.738  C5 1.087
13 H -1.775 1.753 1.441  C2 1.094
14 H -1.034 2.501 0.067  C2 1.090
15 H -2.121 1.240 -0.193  C2 1.093
16 H -0.653 -2.352 0.321  C6 1.083
17 H -1.428 -2.237 -1.378  C6 1.081